No. 1
The following is a quantum chemistry calculation of 6 unconnected molecules or ions with the total composition C9H29N2O6, from the OMol25 dataset.

net charge = -1
ΔE to the lowest compared entry with this formula, charge and spin = 0.0 kcal/mol
HOMO-LUMO gap = 9.3 eV

Positions of all 46 atoms, in Å:
1 O 10.116 -2.307 16.893
2 H 10.032 -3.154 17.349
3 C 9.546 1.389 16.124
4 O 10.638 1.664 16.584
5 N 8.839 2.337 15.375
6 N 8.925 0.187 16.265
7 H 7.835 2.304 15.367
8 H 9.247 3.253 15.394
9 H 9.400 -0.615 16.678
10 H 8.023 0.051 15.850
11 C 12.425 -6.306 18.120
12 C 11.670 -5.165 17.469
13 O 12.251 -3.967 17.922
14 H 12.093 -7.287 17.775
15 H 12.265 -6.264 19.201
16 H 13.493 -6.219 17.922
17 H 10.604 -5.213 17.749
18 H 11.694 -5.224 16.371
19 H 11.722 -3.229 17.568
20 C 12.164 -3.037 12.890
21 C 12.196 -2.400 14.260
22 O 11.093 -1.550 14.411
23 H 12.148 -2.257 12.129
24 H 11.255 -3.638 12.794
25 H 13.016 -3.697 12.701
26 H 13.130 -1.828 14.362
27 H 12.194 -3.176 15.034
28 H 10.651 -1.784 15.251
29 C 7.688 -5.147 13.796
30 C 8.683 -4.554 14.749
31 O 8.293 -3.244 15.077
32 H 6.731 -5.307 14.293
33 H 8.052 -6.117 13.436
34 H 7.538 -4.503 12.930
35 H 9.693 -4.567 14.309
36 H 8.735 -5.187 15.652
37 H 8.949 -2.913 15.738
38 C 7.160 -3.324 20.663
39 C 8.209 -3.337 19.586
40 O 7.955 -2.279 18.683
41 H 7.302 -4.118 21.401
42 H 6.162 -3.474 20.232
43 H 7.105 -2.380 21.210
44 H 8.173 -4.315 19.076
45 H 9.215 -3.248 20.025
46 H 8.726 -2.204 18.076


No. 2
The following is a quantum chemistry calculation of a single C10H15N5 molecule in a non-equilibrium geometry, from the OMol25 dataset.

ΔE to the lowest compared entry with this formula, charge and spin = 35.3 kcal/mol
HOMO-LUMO gap = 8.9 eV

Positions of all 30 atoms, in Å:
1 N 3.837 -2.043 -1.534
2 N 1.068 0.422 -3.076
3 N 3.204 -0.602 -3.291
4 C 1.992 -1.909 -0.352
5 C 2.156 0.011 -3.811
6 C 0.919 -0.162 -1.940
7 C 2.984 -1.246 -2.133
8 C 1.884 -1.045 -1.364
9 N 3.264 -2.483 -0.394
10 N -0.274 0.217 -1.364
11 C -1.190 0.124 2.858
12 C -3.374 1.110 2.075
13 C -0.178 0.775 0.020
14 C -1.644 0.835 0.344
15 C -1.791 1.133 1.811
16 H 1.240 -2.055 0.386
17 H 2.409 0.576 -4.710
18 H 3.789 -3.066 0.251
19 H -0.782 0.765 -2.120
20 H -0.057 0.128 2.709
21 H -1.740 -0.792 2.656
22 H -1.469 0.499 3.844
23 H -3.920 2.100 2.004
24 H -3.572 0.759 3.045
25 H -3.966 0.429 1.436
26 H 0.445 0.216 0.699
27 H 0.334 1.781 0.165
28 H -2.114 1.579 -0.348
29 H -2.127 -0.180 0.189
30 H -1.324 2.124 1.945


No. 3
The following is a quantum chemistry calculation of a molecular structure, C9H19FNORb in a non-equilibrium geometry, from the OMol25 dataset.

ΔE to the lowest compared entry with this formula, charge and spin = 53.5 kcal/mol
HOMO-LUMO gap = 4.3 eV

Positions of all 32 atoms, in Å:
1 Rb 5.111 -1.376 -8.626
2 F 1.536 -2.820 -6.000
3 C -1.236 -2.129 -0.413
4 C -1.054 -0.806 0.285
5 C -0.792 -1.233 1.742
6 C -0.304 -0.057 2.574
7 C 0.789 0.822 1.843
8 C 0.778 1.112 0.301
9 N 0.057 -0.082 -0.341
10 O -0.082 0.083 -1.690
11 C 0.015 2.462 0.047
12 C 2.264 1.104 -0.231
13 C -2.397 -0.037 0.223
14 H -1.466 -1.808 -1.429
15 H -2.063 -2.765 -0.096
16 H -0.394 -2.803 -0.566
17 H -1.601 -1.848 2.136
18 H 0.051 -1.922 1.794
19 H 0.088 -0.539 3.470
20 H -1.083 0.592 2.974
21 H 1.805 0.618 2.183
22 H 0.626 1.799 2.297
23 H 0.325 3.188 0.799
24 H 0.067 2.812 -0.984
25 H -1.039 2.225 0.191
26 H 2.817 1.971 0.132
27 H 3.074 0.451 0.095
28 H 2.249 1.124 -1.320
29 H -2.537 0.779 0.932
30 H -3.337 -0.573 0.357
31 H -2.550 0.429 -0.750
32 H 0.284 -0.772 -1.931


No. 4
The following is a quantum chemistry calculation of a single C12H13IN4O2 molecule in a non-equilibrium geometry, from the OMol25 dataset.

ΔE to the lowest compared entry with this formula, charge and spin = 38.6 kcal/mol
HOMO-LUMO gap = 8.8 eV

Positions of all 32 atoms, in Å:
1 N 1.564 4.623 -0.265
2 O -0.930 1.740 -1.115
3 O 3.894 0.473 -0.561
4 I -4.386 -2.642 2.471
5 N 2.278 3.710 -0.180
6 C -0.463 0.702 -1.507
7 C 2.960 1.303 -0.355
8 C -2.051 -0.576 1.924
9 C -1.401 -2.736 1.109
10 C -0.761 -0.214 1.757
11 C -0.160 -2.208 0.777
12 C -2.335 -1.954 1.693
13 C 0.251 -1.013 1.288
14 C 3.279 2.698 -0.047
15 N -2.740 -0.188 -2.313
16 N 0.831 0.366 -1.183
17 C -1.254 -0.214 -2.485
18 C 1.617 -0.456 1.026
19 C 1.608 0.711 0.037
20 H -2.887 0.069 2.303
21 H -1.574 -3.754 0.953
22 H -0.639 0.808 2.088
23 H 0.453 -2.996 0.338
24 H 4.287 2.940 0.231
25 H -3.024 -0.696 -1.370
26 H -3.119 0.730 -2.444
27 H 1.275 -0.410 -1.638
28 H -0.880 -1.150 -2.271
29 H -1.061 0.137 -3.476
30 H 2.432 -1.182 0.652
31 H 1.942 -0.046 1.978
32 H 0.995 1.427 0.586


No. 5
The following is a quantum chemistry calculation of a single C24H27N3O3S molecule, from the OMol25 dataset.

ΔE to the lowest compared entry with this formula, charge and spin = 24.0 kcal/mol
HOMO-LUMO gap = 9.2 eV

Positions of all 58 atoms, in Å:
1 C 6.536 -0.629 -1.255
2 C 5.158 -0.818 -1.883
3 O 4.150 -0.084 -1.218
4 C 3.687 -0.500 -0.004
5 C 4.003 -1.716 0.594
6 C 3.448 -2.063 1.814
7 C 2.579 -1.205 2.461
8 C 2.266 0.008 1.873
9 C 2.807 0.374 0.652
10 C 2.386 1.674 0.017
11 N 0.965 1.646 -0.269
12 C 0.074 2.411 0.389
13 O 0.384 3.300 1.157
14 C -1.378 2.046 0.096
15 C -1.941 1.317 1.327
16 H -1.598 1.825 2.229
17 H -1.562 0.294 1.348
18 C -3.479 1.333 1.279
19 N -3.928 1.503 -0.083
20 C -4.244 0.493 -0.917
21 O -4.478 0.648 -2.102
22 C -4.322 -0.860 -0.284
23 C -3.332 -1.803 -0.175
24 C -3.783 -2.998 0.452
25 C -5.094 -2.943 0.786
26 S -5.820 -1.448 0.345
27 H -5.690 -3.698 1.258
28 H -3.149 -3.849 0.619
29 N -2.017 -1.629 -0.604
30 C -1.614 -0.996 -1.743
31 C -0.249 -1.052 -1.808
32 C 0.198 -1.743 -0.659
33 C -0.912 -2.088 0.056
34 H -0.997 -2.604 0.992
35 H 1.215 -1.957 -0.394
36 H 0.364 -0.669 -2.602
37 H -2.326 -0.584 -2.430
38 C -3.635 2.816 -0.629
39 C -2.239 3.278 -0.183
40 H -2.290 3.883 0.723
41 H -1.785 3.889 -0.963
42 H -3.691 2.724 -1.715
43 H -4.404 3.524 -0.300
44 H -3.895 0.417 1.700
45 H -3.867 2.179 1.853
46 H -1.419 1.385 -0.775
47 H 0.639 0.861 -0.818
48 H 2.549 2.512 0.700
49 H 2.944 1.840 -0.907
50 H 1.588 0.692 2.362
51 H 2.151 -1.476 3.414
52 H 3.703 -3.015 2.256
53 H 4.672 -2.412 0.112
54 H 4.894 -1.881 -1.937
55 H 5.156 -0.414 -2.899
56 H 6.792 0.428 -1.243
57 H 7.280 -1.167 -1.836
58 H 6.551 -0.997 -0.232


No. 6
The following is a quantum chemistry calculation of a molecular structure, C64H45N7O3STl, from the OMol25 dataset.

net charge = -1
HOMO-LUMO gap = 5.6 eV

Positions of all 121 atoms, in Å:
1 Tl 0.062 -0.124 -0.359
2 C 6.174 -3.875 2.440
3 C 6.419 -3.498 1.128
4 C 5.480 -2.750 0.431
5 C 4.289 -2.367 1.042
6 C 4.052 -2.749 2.360
7 C 4.987 -3.502 3.055
8 C 3.255 -1.585 0.311
9 C 2.514 -2.228 -0.692
10 C 2.815 -3.515 -1.273
11 C 1.985 -3.667 -2.334
12 C 1.134 -2.500 -2.370
13 N 1.475 -1.662 -1.356
14 C 0.132 -2.275 -3.320
15 C -0.824 -1.253 -3.291
16 C -1.943 -1.173 -4.194
17 C -2.671 -0.086 -3.835
18 C -1.957 0.557 -2.759
19 C -2.210 1.835 -2.229
20 C -3.510 2.509 -2.482
21 C -4.245 2.955 -1.378
22 C -5.474 3.571 -1.545
23 C -5.999 3.754 -2.817
24 C -5.274 3.328 -3.919
25 C -4.037 2.721 -3.755
26 C -1.249 2.557 -1.500
27 N -0.069 2.072 -1.037
28 C 0.665 3.125 -0.583
29 C 1.927 3.066 0.025
30 C 2.654 4.340 0.285
31 C 3.894 4.534 -0.329
32 C 4.606 5.710 -0.152
33 C 4.092 6.723 0.646
34 C 2.867 6.538 1.270
35 C 2.157 5.360 1.092
36 C 2.599 1.885 0.385
37 C 3.761 1.835 1.246
38 C 4.079 0.528 1.402
39 C 3.143 -0.223 0.601
40 N 2.250 0.626 0.025
41 C -0.076 4.346 -0.814
42 C -1.272 3.993 -1.340
43 N -0.873 -0.195 -2.431
44 C 0.136 -3.175 -4.517
45 C 0.894 -2.791 -5.622
46 C 0.970 -3.600 -6.745
47 C 0.280 -4.803 -6.784
48 C -0.485 -5.187 -5.693
49 C -0.554 -4.382 -4.563
50 H 6.904 -4.467 2.978
51 H 7.341 -3.794 0.643
52 H 5.666 -2.458 -0.595
53 H 3.120 -2.452 2.826
54 H 4.786 -3.805 4.075
55 H 3.580 -4.191 -0.926
56 H 1.924 -4.498 -3.019
57 H -2.142 -1.883 -4.981
58 H -3.593 0.258 -4.268
59 H -3.843 2.791 -0.388
60 H -6.027 3.909 -0.677
61 H -6.966 4.225 -2.948
62 H -5.670 3.475 -4.916
63 H -3.461 2.440 -4.627
64 H 4.296 3.750 -0.958
65 H 5.566 5.832 -0.638
66 H 4.641 7.647 0.776
67 H 2.463 7.317 1.905
68 H 1.215 5.221 1.605
69 H 4.234 2.691 1.699
70 H 4.879 0.104 1.989
71 H 0.282 5.340 -0.611
72 H -2.082 4.635 -1.646
73 H 1.427 -1.848 -5.588
74 H 1.571 -3.295 -7.594
75 H 0.332 -5.437 -7.661
76 H -1.033 -6.121 -5.719
77 H -1.136 -4.697 -3.708
78 C -3.224 -3.740 -1.859
79 O -2.166 -4.686 -1.739
80 C -1.263 -4.624 -0.696
81 C -0.758 -5.854 -0.319
82 C 0.140 -5.975 0.737
83 C 0.485 -4.850 1.448
84 C 0.014 -3.584 1.075
85 C 0.378 -2.484 1.944
86 N 0.370 -1.226 1.695
87 N 0.819 -0.431 2.707
88 C 0.553 0.855 2.535
89 O -0.145 1.351 1.610
90 C 1.131 1.771 3.566
91 C 0.695 3.091 3.599
92 C 1.251 3.988 4.498
93 C 2.257 3.574 5.359
94 C 2.703 2.259 5.321
95 C 2.141 1.359 4.429
96 C -0.834 -3.427 -0.053
97 O -1.285 -2.257 -0.417
98 H -3.740 -4.000 -2.784
99 H -2.867 -2.719 -1.901
100 H -3.933 -3.843 -1.028
101 H -1.092 -6.730 -0.862
102 H 0.525 -6.948 1.015
103 H 1.145 -4.924 2.305
104 H 0.695 -2.766 2.951
105 H -0.082 3.390 2.905
106 H 0.909 5.017 4.518
107 H 2.695 4.274 6.061
108 H 3.502 1.937 5.979
109 H 2.476 0.332 4.375
110 S -2.788 0.557 0.944
111 C -3.272 -0.697 1.939
112 N -3.198 -1.989 1.498
113 C -3.601 -3.047 2.226
114 C -4.133 -2.889 3.469
115 C -4.195 -1.580 4.000
116 C -3.780 -0.514 3.259
117 H -2.561 -2.110 0.661
118 H -3.485 -4.019 1.766
119 H -4.465 -3.745 4.038
120 H -4.555 -1.436 5.011
121 H -3.789 0.494 3.646


No. 7
The following is a quantum chemistry calculation of 8 unconnected molecules or ions with the total composition C28H52O24 in a non-equilibrium geometry, from the OMol25 dataset.

ΔE to the lowest compared entry with this formula, charge and spin = 0.0 kcal/mol
HOMO-LUMO gap = 10.7 eV

Positions of all 104 atoms, in Å:
1 C 2.152 -8.041 0.614
2 C 2.214 -6.585 0.156
3 C 2.676 -5.641 1.294
4 O 3.518 -4.723 0.610
5 C 3.820 -5.189 -0.607
6 O 4.524 -4.623 -1.380
7 O 3.325 -6.441 -0.706
8 H 2.136 -8.666 -0.279
9 H 1.194 -8.160 1.127
10 H 2.960 -8.386 1.254
11 H 1.315 -6.294 -0.392
12 H 3.137 -6.162 2.130
13 H 1.721 -5.262 1.669
14 C 5.528 3.384 1.703
15 C 4.392 4.357 1.340
16 C 3.009 3.691 1.303
17 O 2.194 4.478 2.131
18 C 2.890 5.475 2.681
19 O 2.468 6.358 3.357
20 O 4.198 5.312 2.404
21 H 6.454 3.942 1.800
22 H 5.569 2.665 0.884
23 H 5.213 2.888 2.619
24 H 4.583 4.880 0.402
25 H 3.100 2.677 1.695
26 H 2.636 3.731 0.280
27 C -0.348 -2.708 2.440
28 O 0.025 -2.928 1.099
29 C 0.630 -2.021 0.317
30 O 1.121 -2.306 -0.721
31 O 0.430 -0.798 0.830
32 C 1.016 0.317 0.201
33 H -1.237 -2.102 2.613
34 H 0.499 -2.360 3.037
35 H -0.534 -3.713 2.826
36 H 0.669 0.484 -0.822
37 H 2.094 0.174 0.290
38 H 0.767 1.283 0.643
39 C 4.316 -0.761 -1.316
40 O 3.672 0.251 -2.101
41 C 3.579 -0.021 -3.387
42 O 3.598 -1.108 -3.922
43 O 3.420 1.104 -4.059
44 C 3.282 1.021 -5.484
45 H 3.538 -1.406 -0.908
46 H 4.839 -0.338 -0.459
47 H 5.046 -1.356 -1.860
48 H 3.388 2.020 -5.890
49 H 2.381 0.492 -5.787
50 H 4.107 0.408 -5.850
51 C -6.101 -2.648 -1.155
52 O -5.024 -1.737 -0.950
53 C -5.241 -0.431 -0.747
54 O -6.288 0.082 -0.559
55 O -4.083 0.262 -0.862
56 C -2.881 -0.433 -1.154
57 H -5.908 -3.311 -1.992
58 H -7.011 -2.099 -1.413
59 H -6.303 -3.116 -0.194
60 H -3.065 -1.156 -1.950
61 H -2.475 -1.037 -0.339
62 H -2.106 0.273 -1.441
63 C -0.667 4.123 0.006
64 O -1.316 4.697 1.128
65 C -1.385 6.020 1.162
66 O -0.937 6.798 0.370
67 O -1.953 6.348 2.331
68 C -2.178 7.729 2.565
69 H -0.611 4.778 -0.860
70 H -1.101 3.162 -0.263
71 H 0.348 3.889 0.335
72 H -2.942 7.742 3.339
73 H -2.621 8.206 1.688
74 H -1.289 8.293 2.840
75 C -2.592 1.543 -4.931
76 C -2.587 0.133 -5.504
77 O -1.340 -0.485 -5.134
78 C -1.234 -1.806 -5.397
79 O -2.058 -2.446 -5.987
80 O -0.178 -2.333 -4.824
81 C 0.426 -1.720 -3.673
82 H -3.358 2.109 -5.463
83 H -1.650 2.059 -5.134
84 H -2.753 1.628 -3.858
85 H -2.764 0.114 -6.575
86 H -3.334 -0.406 -4.919
87 H -0.447 -1.447 -3.079
88 H 1.047 -0.877 -3.967
89 H 1.049 -2.402 -3.106
90 C -2.001 -2.612 5.835
91 C -2.584 -1.216 5.949
92 O -2.666 -0.668 4.634
93 C -2.978 0.606 4.448
94 O -3.305 1.404 5.293
95 O -3.065 0.811 3.141
96 C -3.560 2.049 2.657
97 H -0.974 -2.528 5.465
98 H -2.473 -3.233 5.072
99 H -1.968 -3.143 6.783
100 H -1.930 -0.629 6.593
101 H -3.580 -1.267 6.386
102 H -4.496 2.323 3.151
103 H -3.859 1.832 1.634
104 H -2.876 2.882 2.805


No. 8
The following is a quantum chemistry calculation of a molecular structure, C19H26BN7Zr in a non-equilibrium geometry, from the OMol25 dataset.

net charge = +2
ΔE to the lowest compared entry with this formula, charge and spin = 0.0 kcal/mol
HOMO-LUMO gap = 5.1 eV

Positions of all 54 atoms, in Å:
1 H 1.356 -3.044 -1.321
2 N 2.238 -1.409 -0.304
3 B 3.752 0.299 0.739
4 N 3.538 -0.954 -0.162
5 C 4.371 -1.783 -0.807
6 Zr 0.484 -0.401 0.463
7 H 5.435 -1.592 -0.824
8 C 3.602 -2.780 -1.421
9 H 3.955 -3.569 -2.058
10 C 2.277 -2.529 -1.082
11 H 4.912 0.597 0.817
12 C -1.464 0.110 2.557
13 H -2.523 0.395 2.664
14 H -1.004 0.785 1.765
15 H -0.922 0.278 3.492
16 N 3.142 -0.058 2.131
17 N 2.911 1.500 0.190
18 N 1.819 -0.437 2.338
19 N 1.525 1.413 0.037
20 C 3.818 -0.111 3.274
21 C 3.323 2.731 -0.137
22 H 4.867 0.136 3.256
23 H 4.390 2.966 -0.113
24 C 2.932 -0.512 4.273
25 C 2.207 3.470 -0.526
26 C 1.688 -0.693 3.665
27 C 1.091 2.645 -0.393
28 H 3.178 -0.657 5.298
29 H 2.213 4.483 -0.907
30 H 0.737 -0.962 4.101
31 H 0.041 2.831 -0.538
32 H -1.473 -0.957 2.319
33 C -4.705 1.761 -1.900
34 N -3.716 1.446 -0.915
35 C -4.169 1.004 0.366
36 C -2.352 1.214 -1.351
37 C -2.081 -0.229 -1.688
38 C -2.790 -0.743 -2.779
39 C -2.774 -2.118 -3.031
40 C -2.046 -2.965 -2.186
41 C -1.295 -2.434 -1.113
42 C -1.237 -1.042 -0.930
43 H -5.170 0.852 -2.322
44 H -4.238 2.321 -2.722
45 H -5.502 2.358 -1.433
46 H -4.217 -0.095 0.435
47 H -3.509 1.354 1.172
48 H -5.183 1.399 0.518
49 H -2.229 1.824 -2.264
50 H -1.673 1.613 -0.576
51 H -3.348 -0.057 -3.419
52 H -3.336 -2.513 -3.880
53 H -2.075 -4.046 -2.337
54 H -0.769 -3.096 -0.427